No. 1
DFT (ωB97M-V with the def2-TZVPD basis set) results for a molecular structure, C2H2O6Rb at a distorted geometry.

Values from the calculation:
* net charge: -1
* 2S+1: 1
* electronic energy: -15051.3628 eV
* gap between HOMO and LUMO: 7.78 eV

```
11
C2H2O6Rb ωB97M-V with the def2-TZVPD basis set
O -0.54 3.62 -0.09
O -2.10 2.14 -0.69
C 1.32 -2.97 0.14
H -0.45 4.24 0.64
Rb 0.20 0.35 -0.82
O -2.33 3.31 1.23
C -1.77 2.98 0.17
H 1.70 -4.45 -0.93
O 1.06 -2.57 1.27
O 1.52 -4.34 0.01
O 1.39 -2.31 -0.94
```

---

No. 2
DFT (ωB97M-V with the def2-TZVPD basis set) results for 2 unconnected molecules or ions with the total composition C2H2OS at a distorted geometry.

Values from the calculation:
* 2S+1: 1
* electronic energy: -14984.1495 eV
* gap between HOMO and LUMO (spin up / spin down): 8.38 / 8.38 eV

```
6
C2H2OS ωB97M-V with the def2-TZVPD basis set
S -3.59 0.44 0.04
H 0.49 -0.27 0.90
H 0.11 0.37 -0.89
C -1.96 0.32 -0.06
C -0.62 0.17 0.04
O -4.19 -0.91 -0.07
```

---

No. 3
DFT (ωB97M-V with the def2-TZVPD basis set) results for 2 unconnected molecules or ions with the total composition C2H2OS at a distorted geometry.

Values from the calculation:
* 2S+1: 1
* electronic energy: -14984.6588 eV
* gap between HOMO and LUMO (spin up / spin down): 7.17 / 7.20 eV

```
6
C2H2OS ωB97M-V with the def2-TZVPD basis set
O 0.08 1.48 1.28
S -2.48 0.20 -0.50
H 1.16 -0.39 -1.09
C 0.21 0.55 0.54
C 0.63 -0.41 -0.24
H 0.40 -1.43 0.00
```

---

No. 4
DFT (ωB97M-V with the def2-TZVPD basis set) results for C2H2OS in the gas phase at a distorted geometry.

Values from the calculation:
* 2S+1: 1
* electronic energy: -14986.3674 eV
* gap between HOMO and LUMO: 8.59 eV
* SMILES: O=C=CS

```
6
C2H2OS ωB97M-V with the def2-TZVPD basis set
S -1.03 -0.98 -0.44
C 0.97 1.21 -1.83
O 1.65 1.82 -2.53
C 0.52 0.35 -0.89
H -0.81 -0.89 0.96
H 1.41 0.05 -0.39
```

---

No. 5
DFT (ωB97M-V with the def2-TZVPD basis set) results for 2 unconnected molecules or ions with the total composition C2H2OS at a distorted geometry.

Values from the calculation:
* 2S+1: 1
* electronic energy: -14984.8234 eV
* gap between HOMO and LUMO (spin up / spin down): 7.86 / 7.86 eV

```
6
C2H2OS ωB97M-V with the def2-TZVPD basis set
H -0.56 -1.26 0.19
C -1.08 0.42 0.55
C 0.31 0.87 0.59
O 0.89 1.18 1.59
H 0.81 0.86 -0.39
S -2.63 0.53 0.74
```

---

No. 6
DFT (ωB97M-V with the def2-TZVPD basis set) results for 2 unconnected molecules or ions with the total composition C2H2OS at a distorted geometry.

Values from the calculation:
* 2S+1: 1
* electronic energy: -14984.8102 eV
* gap between HOMO and LUMO (spin up / spin down): 6.75 / 6.73 eV

```
6
C2H2OS ωB97M-V with the def2-TZVPD basis set
O 0.67 -1.81 0.02
C 0.01 -0.86 0.05
C -0.77 0.18 0.04
H -1.79 0.13 0.43
H -0.53 1.16 -0.56
S 2.40 1.20 0.02
```

---

No. 7
DFT (ωB97M-V with the def2-TZVPD basis set) results for a molecular structure, C2H2OS at a distorted geometry.

Values from the calculation:
* 2S+1: 1
* electronic energy: -14983.0721 eV
* gap between HOMO and LUMO: 9.44 eV

```
6
C2H2OS ωB97M-V with the def2-TZVPD basis set
S 1.91 0.02 0.41
O -0.86 0.38 -0.48
C -1.26 -0.14 1.24
C -0.06 -0.11 0.68
H 1.50 0.25 -0.80
H -1.22 -0.41 -1.05
```

---

No. 8
DFT (ωB97M-V with the def2-TZVPD basis set) results for C2H2S2 in the gas phase at a distorted geometry.

Values from the calculation:
* 2S+1: 1
* electronic energy: -23774.5569 eV
* gap between HOMO and LUMO: 7.14 eV
* SMILES: S=CC=S

```
6
C2H2S2 ωB97M-V with the def2-TZVPD basis set
C 0.30 0.75 0.14
C -0.11 -0.72 -0.06
S 0.87 1.88 -0.92
H -0.30 1.08 1.02
S -1.15 -1.60 0.79
H 0.39 -1.38 -0.96
```

---

No. 9
DFT (ωB97M-V with the def2-TZVPD basis set) results for C2H2S2 in the gas phase at a distorted geometry.

Values from the calculation:
* 2S+1: 1
* electronic energy: -23773.0615 eV
* gap between HOMO and LUMO (spin up / spin down): 6.38 / 7.97 eV

```
6
C2H2S2 ωB97M-V with the def2-TZVPD basis set
C 0.41 1.16 -0.05
H 0.89 0.70 0.80
S -1.10 0.32 -0.55
S -0.41 -2.37 0.78
C -0.87 -1.17 -0.06
H 1.07 1.37 -0.94
```

---

No. 10
DFT (ωB97M-V with the def2-TZVPD basis set) results for a molecular structure, C2H2S2 at a distorted geometry.

Values from the calculation:
* 2S+1: 1
* electronic energy: -23772.3198 eV
* gap between HOMO and LUMO (spin up / spin down): 6.54 / 6.71 eV

```
6
C2H2S2 ωB97M-V with the def2-TZVPD basis set
H -1.08 -0.57 -0.67
H -0.62 0.15 1.20
C -0.38 -0.13 0.13
S 2.41 -0.79 0.07
S -1.19 1.92 -0.81
C 0.87 -0.59 0.08
```

---

No. 11
DFT (ωB97M-V with the def2-TZVPD basis set) results for 2 unconnected molecules or ions with the total composition C2H2S3 at a distorted geometry.

Values from the calculation:
* 2S+1: 1
* electronic energy: -34608.4680 eV
* gap between HOMO and LUMO: 8.46 eV

```
7
C2H2S3 ωB97M-V with the def2-TZVPD basis set
C 2.34 0.23 0.25
H -2.69 0.82 -1.81
S 2.98 -1.00 -0.35
C -0.87 -0.01 -0.31
S -1.45 1.45 -1.22
H -0.14 0.59 0.42
S -1.16 -1.54 -0.40
```

---

No. 12
DFT (ωB97M-V with the def2-TZVPD basis set) results for C2H2S3 in the gas phase at a distorted geometry.

Values from the calculation:
* 2S+1: 1
* electronic energy: -34609.0902 eV
* gap between HOMO and LUMO (spin up / spin down): 6.77 / 6.77 eV

```
7
C2H2S3 ωB97M-V with the def2-TZVPD basis set
H -1.52 -0.49 0.18
S -0.30 1.44 0.82
S 2.57 -0.89 1.26
C 1.39 -0.42 0.33
S 0.43 -0.72 -1.00
H -1.64 0.74 -1.25
C -0.92 0.34 -0.34
```

---

No. 13
DFT (ωB97M-V with the def2-TZVPD basis set) results for C2H2S4 in the gas phase at a distorted geometry.

Values from the calculation:
* 2S+1: 1
* electronic energy: -45446.1335 eV
* gap between HOMO and LUMO: 6.92 eV
* SMILES: S=C(S)C(=S)S

```
8
C2H2S4 ωB97M-V with the def2-TZVPD basis set
H -2.56 0.77 0.05
H 1.02 -1.92 -0.12
S 2.07 -1.06 -0.18
S -1.44 1.45 -0.22
S 1.60 1.83 0.24
S -1.23 -1.38 0.23
C -0.48 0.02 0.05
C 1.02 0.29 -0.05
```

---

No. 14
DFT (ωB97M-V with the def2-TZVPD basis set) results for a molecular structure, C2H31FeO16 at a distorted geometry.

Values from the calculation:
* net charge: +1
* 2S+1: 5
* <S²>: 6.01
* electronic energy: -69718.9949 eV
* gap between HOMO and LUMO (spin up / spin down): 7.19 / 7.04 eV

```
50
C2H31FeO16 ωB97M-V with the def2-TZVPD basis set
H -9.31 38.06 -12.08
H -5.27 36.85 -12.59
H -10.41 37.46 -14.47
H -7.52 34.19 -15.63
H -6.66 38.88 -9.54
H -4.33 39.89 -10.53
O -8.26 35.64 -16.02
H -9.60 35.52 -13.54
H -5.10 34.68 -9.63
C -7.44 36.60 -12.86
O -6.92 35.36 -8.80
H -7.80 35.12 -9.14
H -6.57 32.94 -15.55
H -10.13 34.51 -14.56
O -9.26 35.14 -10.34
H -6.71 36.20 -9.23
H -6.25 38.34 -12.85
O -7.02 33.60 -15.01
O -6.24 38.79 -15.39
Fe -6.83 33.49 -12.89
O -9.48 38.39 -11.19
O -10.40 35.06 -13.82
O -4.66 35.02 -10.44
H -8.10 38.34 -9.73
H -10.43 38.29 -11.06
O -4.47 36.44 -15.20
H -5.82 39.65 -15.51
O -5.72 40.93 -12.83
H -4.45 34.25 -14.07
O -11.21 37.84 -14.86
H -4.37 34.67 -12.58
H -6.39 37.59 -11.35
H -6.62 40.70 -13.09
O -7.33 35.31 -12.86
H -5.29 41.18 -13.65
H -5.09 37.19 -15.15
H -8.43 36.30 -15.31
C -6.21 37.35 -12.41
H -5.75 40.43 -10.37
O -7.56 38.93 -9.17
H -3.80 34.59 -10.46
H -6.95 38.95 -14.75
H -11.27 37.42 -15.73
H -9.52 35.90 -10.88
H -8.01 36.16 -16.79
O -8.39 37.13 -13.47
H -9.99 34.51 -10.45
O -5.16 39.72 -10.07
O -4.89 34.15 -13.21
H -3.63 36.79 -14.88
```

---

No. 15
DFT (ωB97M-V with the def2-TZVPD basis set) results for 13 unconnected molecules or ions with the total composition C2H32NO12 at a distorted geometry.

Values from the calculation:
* net charge: +1
* 2S+1: 1
* electronic energy: -28645.7051 eV
* gap between HOMO and LUMO: 11.12 eV

```
47
C2H32NO12 ωB97M-V with the def2-TZVPD basis set
H 0.13 4.13 -0.20
H 1.00 -2.58 -3.89
H 2.25 -0.16 -0.08
H 3.29 1.56 -1.39
O 0.52 -1.89 -3.45
O 2.81 -0.95 -0.01
H 1.05 -3.03 2.55
O 0.41 0.89 -3.66
H -2.81 1.05 1.63
O 1.57 -2.30 2.15
H 0.72 0.13 -3.59
H -1.23 -1.86 -0.15
C 1.03 2.23 1.84
H 1.32 -3.54 -1.60
O -2.48 1.32 0.75
H 1.23 -2.25 1.23
C -0.55 3.51 0.47
H 0.62 2.83 2.69
H 1.96 -1.18 4.06
H 0.21 1.23 -4.46
H 0.61 -2.20 -2.49
H -2.23 -1.48 1.53
H 1.16 1.12 2.18
O -0.87 -2.07 0.75
N -0.01 2.14 0.73
H -2.73 0.67 0.19
H -0.82 1.53 0.95
H -1.57 3.60 0.04
H -0.59 -2.91 0.83
O 2.23 1.66 -1.27
H 1.99 -2.48 -0.74
H -0.49 3.96 1.48
H -1.74 -2.47 -1.99
H -3.52 -1.37 2.56
H 2.76 -0.96 1.00
H -3.22 -1.91 -1.75
H -2.80 1.75 -1.51
H 1.35 0.34 4.42
O -2.88 0.97 -2.14
H 1.98 1.67 -2.21
H 1.97 2.82 1.38
H 0.56 1.67 -0.06
O 1.88 -0.20 3.79
H -1.89 0.90 -2.41
O -2.74 -0.80 2.16
O 1.06 -2.78 -0.99
O -2.48 -2.32 -1.34
```

---

No. 16
DFT (ωB97M-V with the def2-TZVPD basis set) results for 18 unconnected molecules or ions with the total composition C2H39O17S.

Values from the calculation:
* net charge: -1
* 2S+1: 1
* electronic energy: -48356.7701 eV
* gap between HOMO and LUMO: 7.20 eV

```
59
C2H39O17S ωB97M-V with the def2-TZVPD basis set
H -2.08 -1.82 3.23
O 3.00 -1.40 -1.88
H 1.08 2.33 -1.99
H -2.36 -0.69 2.18
O 0.97 -0.91 2.93
H 2.32 1.73 2.26
H 0.48 1.55 0.97
H 1.17 0.05 3.12
H -0.72 1.62 -3.00
H -1.72 -2.91 -1.02
H 0.79 3.21 -0.75
O 2.51 -1.26 0.89
O 0.19 1.51 -3.31
H -1.58 -0.28 -0.34
H 0.27 -3.21 1.05
O 0.12 3.78 2.84
O 4.31 1.03 -2.01
O -2.91 -2.67 0.25
O -2.83 -0.83 -2.79
H 0.00 -0.93 2.74
O 2.96 1.44 0.62
H -0.20 -3.15 -1.10
H -3.52 1.35 -0.70
H 1.51 -1.34 -2.78
O 1.53 2.81 -1.24
H 1.25 2.45 3.10
H -2.44 -2.30 1.03
C -0.57 0.06 -0.15
H -3.62 0.01 -1.50
H 4.19 1.28 -1.07
H 0.34 0.52 -3.31
S -1.56 2.64 0.30
O 0.62 -1.22 -3.19
H -0.75 3.37 2.66
H -3.10 1.31 1.97
H 0.03 -1.80 -2.67
H -3.40 -1.43 -3.28
O -1.73 -1.45 2.41
H -2.05 -1.37 -2.56
H -3.74 0.31 0.97
H -0.93 0.90 1.80
H 1.53 -2.67 0.37
H 3.50 -0.57 -2.03
H 3.69 1.60 -2.45
H 2.75 -1.44 -0.94
O 1.83 1.65 3.11
O -3.49 0.41 1.93
C -0.54 1.20 0.83
O -0.97 -2.93 -1.67
O 0.89 -3.41 0.32
H 2.70 0.50 0.60
H -0.09 0.32 -1.09
H -0.05 -0.83 0.21
H 1.84 -1.11 1.66
H 2.37 1.93 -0.01
H 0.34 4.09 1.96
H -3.52 -1.97 -0.04
H 3.35 -1.57 1.25
O -3.99 0.50 -0.73
```

---

No. 17
DFT (ωB97M-V with the def2-TZVPD basis set) results for 18 unconnected molecules or ions with the total composition C2H39O18 at a distorted geometry.

Values from the calculation:
* net charge: -1
* 2S+1: 1
* electronic energy: -39564.0252 eV
* gap between HOMO and LUMO: 7.16 eV

```
59
C2H39O18 ωB97M-V with the def2-TZVPD basis set
H -1.24 2.45 0.54
O -3.66 2.15 -1.25
O 0.34 -3.21 2.32
O -2.55 -0.41 -3.13
H -3.10 2.92 -1.40
H 0.35 1.45 -1.77
H 0.59 -1.49 0.54
H 4.13 -2.47 1.34
H -1.08 1.01 -0.48
H -2.87 -1.32 -3.10
C -0.72 -0.03 -0.45
H 0.94 -2.75 2.88
C 0.28 -0.47 0.59
H 1.32 -0.67 -4.65
H 1.69 1.95 -1.58
O 2.16 -1.61 -1.56
H 0.83 -3.93 1.95
O 0.31 1.52 2.79
H -1.34 -3.16 -1.61
H -0.10 -0.41 1.57
O 3.94 0.65 0.26
H -0.55 1.58 2.37
O 3.26 -2.50 0.91
H -3.06 -2.09 0.23
H 2.29 -1.98 -0.69
H -4.52 -2.09 0.08
H -1.26 -2.24 1.84
H -3.07 1.39 -1.41
H -1.66 3.55 -3.08
O -2.14 -1.81 1.89
H 4.71 0.12 0.57
H -1.55 -0.68 -0.36
H -1.71 -0.44 -2.66
H 2.85 0.27 3.25
O 0.84 2.27 -1.90
H -0.32 -2.23 -0.97
O -3.73 -1.95 -0.40
H -2.17 -1.47 2.80
H 1.44 -1.02 -1.37
O -2.21 1.10 1.58
H -0.83 3.51 -1.78
H 0.11 3.01 0.29
H 1.20 0.16 0.56
O 0.41 -0.45 -4.34
O 2.31 -0.53 3.32
H -2.84 1.18 2.32
H 0.31 -0.35 -3.37
O -0.58 -3.14 -1.05
O -0.72 3.25 0.66
O -0.15 -0.21 -1.73
H 2.79 3.15 1.44
O 2.22 2.60 0.93
O -1.69 3.83 -2.14
H 1.55 -0.21 2.78
H 3.85 0.58 -0.66
H -1.92 0.19 1.70
H 0.90 1.90 2.14
H 2.64 -2.27 1.60
H 2.81 1.85 0.86
```

---

No. 18
DFT (ωB97M-V with the def2-TZVPD basis set) results for a molecular structure, C2H3AlO3 at a distorted geometry.

Values from the calculation:
* net charge: +1
* 2S+1: 2
* <S²>: 0.75
* electronic energy: -14850.5658 eV
* gap between HOMO and LUMO (spin up / spin down): 9.58 / 7.56 eV

```
9
C2H3AlO3 ωB97M-V with the def2-TZVPD basis set
C 0.01 -0.51 0.88
O -0.80 1.28 -0.32
Al -0.27 0.14 -1.66
H 1.66 0.76 0.14
O 0.57 -1.03 -0.38
C 1.39 -0.23 0.51
O -1.05 0.33 0.72
H 2.02 -0.78 1.24
H -0.24 -1.29 1.61
```

---

No. 19
DFT (ωB97M-V with the def2-TZVPD basis set) results for a gas-phase ion, C2H3Br2O2Si (charge -1) at a distorted geometry.

Values from the calculation:
* net charge: -1
* 2S+1: 1
* electronic energy: -154184.6139 eV
* gap between HOMO and LUMO: 7.41 eV
* SMILES: C[Si](Br)(Br)C(=O)[O-]

```
10
C2H3Br2O2Si ωB97M-V with the def2-TZVPD basis set
O -1.64 1.01 1.65
Br -0.34 -2.21 -2.00
Br 0.21 -1.98 1.53
O -2.35 1.53 -0.46
C 1.29 0.21 -0.35
Si -0.38 -0.72 -0.24
C -1.77 0.91 0.45
H 1.10 0.74 0.59
H 1.66 0.99 -1.04
H 2.21 -0.49 -0.11
```

---

Listing energy relative to the best compared isomer or geometry (same formula, charge and spin) for the structures above in their given order: 0.0 82.1 70.4 31.0 66.6 66.9 107.0 24.4 58.9 76.0 60.8 46.4 4.6 0.0 47.1 0.0 38.0 6.6 3.0 kcal per mole.